This record from the Open Molecules 2025 dataset describes a molecular structure, C50H47BrN5OP2SZn in a non-equilibrium geometry. The level of theory is the ωB97M-V functional and the def2-TZVPD basis.

Structure (ORCA input):
```
! RIJCOSX wB97M-V def2-TZVPD def2/J DEFGRID3
* xyz 1 1
Zn -0.04 0.84 -0.17
Br 6.05 4.49 -2.06
C 4.34 3.90 -1.45
C 3.23 4.76 -1.55
C 1.99 4.32 -1.16
C 1.77 3.01 -0.66
O 0.58 2.66 -0.32
C 2.93 2.17 -0.53
C 2.89 0.91 0.11
N 1.79 0.29 0.43
C 1.80 -0.81 1.27
C 2.88 -1.62 1.56
C 2.79 -2.61 2.53
C 1.64 -2.79 3.26
C 0.50 -2.01 2.97
C -0.70 -2.13 3.69
C -1.77 -1.35 3.33
C -1.64 -0.49 2.24
N -0.52 -0.32 1.57
C 0.56 -1.05 1.93
C 4.19 2.65 -0.93
H 3.38 5.76 -1.92
H 1.14 4.98 -1.24
H 3.86 0.50 0.41
H 3.82 -1.47 1.05
H 3.66 -3.21 2.73
H 1.58 -3.51 4.06
H -0.75 -2.82 4.52
H -2.71 -1.41 3.86
H -2.49 0.09 1.91
H 5.05 2.00 -0.82
C -0.94 1.48 -6.28
C -0.63 1.03 -4.89
C -1.56 0.37 -4.10
C -1.26 0.06 -2.79
N -0.10 0.38 -2.22
C 0.84 0.92 -3.00
C 0.62 1.25 -4.32
H -2.00 1.37 -6.50
H -0.38 0.89 -7.01
H -0.66 2.52 -6.41
H -2.53 0.11 -4.49
H -1.97 -0.45 -2.17
H 1.80 1.11 -2.55
H 1.42 1.71 -4.89
C -5.44 1.51 2.17
N -4.48 1.44 1.11
C -3.27 1.99 0.95
S -2.47 1.56 -0.50
N -2.65 2.82 1.78
C -3.14 3.46 2.99
H -6.08 0.64 2.11
H -6.07 2.40 2.08
H -4.96 1.51 3.15
H -4.77 0.93 0.29
H -1.73 3.09 1.48
H -4.20 3.69 2.91
H -2.59 4.40 3.12
H -2.95 2.83 3.87
C 1.65 -4.13 -1.83
P 0.54 -2.69 -1.41
C -0.52 -3.06 -2.87
C -1.58 -3.96 -2.87
C -2.24 -4.26 -4.05
C -1.84 -3.68 -5.24
C -0.77 -2.80 -5.25
C -0.12 -2.49 -4.08
C -0.44 -3.43 -0.05
C 0.17 -4.30 0.84
C -0.55 -4.87 1.87
C -1.89 -4.56 2.04
C -2.49 -3.65 1.19
C -1.77 -3.08 0.16
P 3.25 -4.31 -0.86
C 4.38 -4.89 -2.20
C 5.38 -5.78 -1.82
C 6.27 -6.28 -2.75
C 6.16 -5.89 -4.08
C 5.21 -4.96 -4.45
C 4.34 -4.44 -3.51
C 2.92 -5.98 -0.15
C 3.15 -6.20 1.20
C 2.88 -7.43 1.77
C 2.36 -8.45 1.00
C 2.15 -8.25 -0.36
C 2.44 -7.03 -0.93
H 1.91 -3.96 -2.88
H 1.07 -5.05 -1.76
H -1.89 -4.44 -1.95
H -3.06 -4.97 -4.04
H -2.36 -3.92 -6.16
H -0.44 -2.37 -6.18
H 0.72 -1.81 -4.08
H 1.21 -4.54 0.72
H -0.06 -5.56 2.54
H -2.45 -5.01 2.84
H -3.54 -3.41 1.32
H -2.25 -2.37 -0.51
H 5.46 -6.09 -0.79
H 7.03 -6.98 -2.45
H 6.83 -6.30 -4.82
H 5.15 -4.63 -5.48
H 3.62 -3.69 -3.82
H 3.54 -5.39 1.81
H 3.06 -7.58 2.83
H 2.12 -9.41 1.45
H 1.76 -9.05 -0.96
H 2.29 -6.89 -2.00
*
```

## Properties
Kohn-Sham gap, eV: 6.829
Strongest force on any atom, Eh/bohr: 0.0231

Löwdin population analysis, charges in e, atoms 1 to 5: Zn 0.54; Br 0.72; C -0.68; C -0.10; C 0.00

=====

This record from the Open Molecules 2025 dataset describes a molecular structure, C50H48ClGdIN11O6P in a non-equilibrium geometry. The level of theory is the ωB97M-V functional and the def2-TZVPD basis.

Structure (ORCA input):
```
! RIJCOSX wB97M-V def2-TZVPD def2/J DEFGRID3
* xyz 1 8
Gd -0.12 -2.85 -0.06
Cl -3.98 0.13 -5.67
C -3.18 -0.09 -4.13
C -3.89 0.06 -2.98
C -3.33 -0.27 -1.74
C -2.12 -0.89 -1.62
O -1.74 -1.48 -0.46
C -1.27 -0.89 -2.83
C 0.04 -1.40 -2.93
O 0.68 -1.97 -1.97
C -1.85 -0.50 -4.07
H -4.91 0.46 -2.97
H -3.83 -0.11 -0.77
H 0.58 -1.23 -3.91
H -1.25 -0.37 -4.98
O 5.72 -4.02 2.40
C 6.28 -2.82 2.11
O 7.49 -2.59 2.30
C 5.45 -1.74 1.61
C 5.79 -0.47 1.25
N 4.70 0.27 0.97
N 3.57 -0.45 1.03
C 3.95 -1.71 1.36
C 2.85 -2.71 1.44
O 3.15 -3.85 1.84
O 1.71 -2.28 0.99
H 4.73 -4.00 2.23
H 6.85 -0.14 1.27
H 4.58 1.26 0.77
N -3.08 2.58 2.95
P -3.28 3.24 1.35
C -3.23 4.99 1.92
C -4.36 5.81 1.72
C -4.25 7.19 1.93
C -3.07 7.69 2.41
C -1.95 6.89 2.66
C -2.02 5.50 2.43
C -4.99 2.88 0.93
C -5.41 3.09 -0.43
C -6.67 2.75 -0.83
C -7.63 2.34 0.05
C -7.24 2.26 1.42
C -5.94 2.49 1.85
C -2.15 1.67 3.29
C -2.17 1.03 4.52
C -1.24 0.04 4.77
C -0.27 -0.27 3.82
C -0.28 0.46 2.63
N -1.27 1.34 2.32
H -3.60 2.98 3.70
H -5.33 5.37 1.47
H -5.15 7.78 1.74
H -2.95 8.77 2.59
H -1.05 7.29 3.08
H -1.18 4.90 2.84
H -4.74 3.60 -1.15
H -6.98 2.80 -1.86
H -8.63 1.98 -0.17
H -7.99 2.04 2.15
H -5.68 2.28 2.90
H -2.78 1.27 5.33
H -1.25 -0.50 5.73
H 0.56 -0.92 4.06
H 0.46 0.35 1.80
C -0.57 -6.19 -4.95
C 0.31 -5.28 -4.43
C 0.29 -4.97 -3.04
C -0.58 -5.66 -2.19
C -1.36 -6.71 -2.71
C -1.35 -6.96 -4.08
N -0.82 -5.13 -0.96
N -1.78 -5.73 -0.27
C -1.65 -5.55 1.02
C -2.40 -6.39 1.85
C -2.66 -6.07 3.16
C -2.17 -4.84 3.66
C -1.27 -4.20 2.85
N -0.95 -4.49 1.57
H -0.49 -6.45 -5.98
H 1.05 -4.79 -5.07
H 0.98 -4.22 -2.70
H -2.09 -7.14 -2.09
H -1.85 -7.91 -4.38
H -2.83 -7.35 1.44
H -3.24 -6.75 3.80
H -2.55 -4.53 4.61
H -0.74 -3.33 3.21
I 4.65 -0.51 -3.57
C 4.91 -2.51 -2.98
C 6.03 -3.26 -3.46
C 6.27 -4.53 -2.94
C 5.33 -5.07 -2.05
C 4.15 -4.39 -1.84
N 3.92 -3.13 -2.31
H 6.72 -2.79 -4.13
H 7.17 -5.08 -3.15
H 5.43 -6.07 -1.59
H 3.37 -4.81 -1.14
C 2.72 3.82 1.77
N 3.30 4.41 0.56
C 4.77 4.51 0.50
C 2.72 3.96 -0.67
N 2.47 2.72 -0.79
N 2.43 4.91 -1.60
C 2.13 6.26 -1.18
C 2.32 4.60 -3.00
H 3.09 4.45 2.67
H 3.05 2.79 1.86
H 1.61 3.85 1.74
H 5.25 3.53 0.74
H 5.12 5.24 1.26
H 5.06 4.81 -0.51
H 1.98 2.30 -1.56
H 2.10 6.32 -0.10
H 1.10 6.46 -1.49
H 2.86 6.98 -1.58
H 1.34 4.86 -3.43
H 2.45 3.52 -3.15
H 3.04 5.22 -3.57
*
```

## Properties
Kohn-Sham gap (spin up / spin down), eV: 4.329 / 4.339
Expectation value of S²: 15.87
Strongest force on any atom, Eh/bohr: 0.1166

Löwdin population analysis, charges in e, atoms 1 to 5: Gd 1.77; Cl 0.67; C -0.65; C -0.06; C 0.00

=====

This record from the Open Molecules 2025 dataset describes a molecular structure, C50H50As2N5O4RbTe in a non-equilibrium geometry. The level of theory is the ωB97M-V functional and the def2-TZVPD basis.

Structure (ORCA input):
```
! RIJCOSX wB97M-V def2-TZVPD def2/J DEFGRID3
* xyz -2 1
Rb 0.16 -0.73 -0.32
C -1.37 0.18 3.25
C -0.81 -1.21 3.37
C -1.42 -2.14 4.20
C -0.88 -3.44 4.22
C 0.23 -3.73 3.47
C 0.85 -2.71 2.68
N 0.26 -1.46 2.62
C 2.06 -2.95 1.96
C 2.83 -4.13 2.18
C 3.98 -4.35 1.48
C 4.42 -3.39 0.55
C 3.64 -2.25 0.40
N 2.51 -2.02 1.05
C 4.08 -1.18 -0.56
C 5.41 -1.11 -0.99
C 5.77 -0.14 -1.91
C 4.81 0.74 -2.37
C 3.51 0.64 -1.87
C 2.45 1.61 -2.29
N 3.17 -0.30 -0.99
H -2.25 0.31 3.89
H -1.67 0.38 2.22
H -0.62 0.92 3.53
H -2.29 -1.88 4.78
H -1.35 -4.23 4.80
H 0.62 -4.73 3.46
H 2.52 -4.85 2.93
H 4.56 -5.25 1.65
H 5.30 -3.57 -0.05
H 6.15 -1.79 -0.60
H 6.79 -0.08 -2.26
H 5.04 1.51 -3.10
H 2.63 2.00 -3.29
H 2.43 2.46 -1.60
H 1.46 1.15 -2.28
C -3.65 2.24 -1.50
As -3.07 0.68 -0.45
C -4.40 0.91 1.00
C -4.07 -0.72 -1.41
C -4.85 -0.43 -2.52
C -5.54 -1.44 -3.19
C -5.47 -2.75 -2.73
C -4.69 -3.04 -1.62
C -3.98 -2.04 -0.96
As -2.74 -2.47 0.49
C -2.01 -4.16 -0.19
C -4.04 -3.24 1.75
H -4.73 2.31 -1.56
H -3.21 2.17 -2.50
H -3.25 3.14 -1.01
H -5.41 1.04 0.60
H -4.13 1.77 1.61
H -4.38 0.02 1.64
H -4.91 0.57 -2.91
H -6.12 -1.20 -4.07
H -6.00 -3.53 -3.25
H -4.61 -4.07 -1.29
H -2.78 -4.92 -0.29
H -1.25 -4.50 0.51
H -1.56 -3.94 -1.16
H -4.71 -3.95 1.25
H -4.63 -2.44 2.19
H -3.49 -3.74 2.55
C -0.32 7.30 5.43
C -0.22 6.26 4.35
C -1.32 5.92 3.57
C -1.24 4.96 2.57
C -2.48 4.62 1.79
C -0.01 4.34 2.32
Te 0.15 2.82 0.86
C 1.12 4.66 3.10
C 2.45 4.00 2.90
C 0.99 5.62 4.10
H -1.35 7.61 5.59
H 0.26 8.19 5.18
H 0.07 6.92 6.38
H -2.27 6.40 3.76
H -3.36 5.08 2.24
H -2.63 3.54 1.75
H -2.41 4.97 0.76
H 2.75 4.00 1.86
H 2.43 2.95 3.21
H 3.22 4.51 3.49
H 1.86 5.86 4.70
O -1.18 -1.84 -2.23
C -0.97 -0.89 -3.03
O -0.93 0.34 -2.67
C -0.72 -1.20 -4.47
C -0.31 -0.20 -5.37
C -0.09 -0.48 -6.70
C -0.28 -1.79 -7.19
C -0.70 -2.80 -6.29
C -0.90 -2.49 -4.96
N -0.08 -2.08 -8.53
O 0.32 -1.15 -9.31
O -0.24 -3.28 -8.94
H -0.17 0.80 -4.99
H 0.24 0.28 -7.39
H -0.85 -3.79 -6.68
H -1.22 -3.26 -4.27
N -1.46 6.92 -5.16
C -1.22 6.25 -4.26
C -0.90 5.46 -3.10
C -0.45 6.11 -1.95
C -0.15 5.37 -0.82
C -0.31 3.99 -0.83
C -0.77 3.34 -1.97
C -1.06 4.08 -3.11
H -0.33 7.19 -1.95
H 0.21 5.87 0.07
H -0.92 2.26 -2.01
H -1.41 3.57 -3.99
*
```

## Properties
Kohn-Sham gap (spin up / spin down), eV: 2.981 / 3.400
ΔE to the lowest compared entry with this formula, charge and spin, kJ/mol: 0.0
Strongest force on any atom, Eh/bohr: 0.0208

Löwdin population analysis, charges in e, atoms 1 to 5: Rb 0.67; C -0.07; C -0.41; C -0.10; C -0.12

=====

This record from the Open Molecules 2025 dataset describes 10 unconnected molecules or ions with the total composition C50H50N10. The level of theory is the ωB97M-V functional and the def2-TZVPD basis.

Structure (ORCA input):
```
! RIJCOSX wB97M-V def2-TZVPD def2/J DEFGRID3
* xyz 0 1
C 2.65 -1.28 5.94
C 3.64 -1.08 6.89
C 4.82 -1.81 6.78
N 5.08 -2.62 5.78
C 4.13 -2.81 4.87
C 2.92 -2.14 4.90
H 1.73 -0.72 6.00
H 3.46 -0.40 7.71
H 5.56 -1.68 7.57
H 4.30 -3.53 4.08
H 2.15 -2.37 4.17
C -6.45 0.73 1.01
C -5.52 -0.26 0.72
C -4.59 -0.59 1.69
N -4.49 0.05 2.85
C -5.41 0.98 3.12
C -6.43 1.33 2.25
H -7.16 0.99 0.23
H -5.60 -0.81 -0.21
H -3.86 -1.38 1.56
H -5.26 1.48 4.07
H -7.16 2.08 2.54
C 5.48 -1.81 0.62
C 6.47 -0.86 0.42
C 6.37 0.35 1.07
N 5.42 0.62 1.96
C 4.49 -0.29 2.16
C 4.49 -1.53 1.53
H 5.50 -2.77 0.11
H 7.29 -1.04 -0.28
H 7.14 1.11 0.95
H 3.75 -0.09 2.93
H 3.71 -2.24 1.78
C -3.85 5.29 2.20
C -2.47 5.30 2.11
C -1.85 4.37 1.29
N -2.53 3.52 0.53
C -3.85 3.52 0.61
C -4.57 4.37 1.45
H -4.35 5.96 2.89
H -1.87 5.98 2.71
H -0.77 4.33 1.21
H -4.38 2.82 -0.03
H -5.65 4.35 1.45
C -3.07 2.50 -4.26
C -2.70 2.45 -2.93
C -3.34 1.53 -2.11
N -4.33 0.74 -2.52
C -4.63 0.76 -3.81
C -4.03 1.61 -4.72
H -2.62 3.19 -4.96
H -1.98 3.14 -2.50
H -3.07 1.45 -1.06
H -5.41 0.05 -4.08
H -4.39 1.73 -5.73
C 0.14 -0.35 -3.40
C 1.01 0.55 -3.99
C 1.82 0.10 -5.04
N 1.86 -1.15 -5.45
C 1.05 -2.02 -4.84
C 0.21 -1.67 -3.80
H -0.49 -0.10 -2.56
H 0.99 1.60 -3.75
H 2.49 0.78 -5.55
H 1.02 -3.04 -5.22
H -0.41 -2.40 -3.30
C 2.92 4.49 -2.36
C 1.55 4.52 -2.25
C 0.98 3.93 -1.13
N 1.68 3.36 -0.16
C 3.00 3.32 -0.28
C 3.66 3.88 -1.35
H 3.44 4.94 -3.19
H 0.91 4.99 -2.97
H -0.10 3.90 -1.00
H 3.52 2.81 0.53
H 4.74 3.92 -1.39
C -1.03 0.37 1.29
C 0.16 0.41 0.59
C 1.22 -0.35 1.05
N 1.16 -1.11 2.15
C -0.01 -1.20 2.77
C -1.14 -0.51 2.36
H -1.89 0.99 1.05
H 0.21 1.00 -0.31
H 2.17 -0.39 0.53
H -0.02 -1.80 3.67
H -2.04 -0.55 2.95
C -3.60 -3.30 -0.92
C -3.26 -4.43 -0.17
C -1.99 -4.50 0.36
N -1.05 -3.58 0.17
C -1.39 -2.50 -0.55
C -2.65 -2.31 -1.10
H -4.58 -3.25 -1.38
H -3.98 -5.24 -0.10
H -1.69 -5.33 1.00
H -0.61 -1.76 -0.62
H -2.84 -1.45 -1.73
C 3.30 -2.76 -1.86
C 3.78 -3.32 -3.03
C 3.04 -4.33 -3.62
N 1.92 -4.82 -3.09
C 1.52 -4.33 -1.92
C 2.15 -3.27 -1.29
H 3.78 -1.90 -1.41
H 4.69 -2.96 -3.50
H 3.37 -4.79 -4.55
H 0.64 -4.78 -1.50
H 1.75 -2.87 -0.37
*
```

## Properties
Kohn-Sham gap, eV: 9.755
SMILES: c1ccncc1.c1ccncc1.c1ccncc1.c1ccncc1.c1ccncc1.c1ccncc1.c1ccncc1.c1ccncc1.c1ccncc1.c1ccncc1
ΔE to the lowest compared entry with this formula, charge and spin, kJ/mol: 0.0
Strongest force on any atom, Eh/bohr: 0.0174

Löwdin population analysis, charges in e, atoms 1 to 5: C -0.08; C -0.08; C -0.16; N 0.06; C -0.16